Record 1
Here is a molecular structure, C48H44CrGe2N5O6 from the Open Molecules 2025 dataset. Energies are from ωB97M-V/def2-TZVPD.

Calculated values
LUMO (spin up / spin down)	-0.64 / -0.99	eV
relative energy (zero: lowest compared OMol25 entry of this formula, charge and spin)	0.0	kcal per mole
2S+1	6
E_HOMO (spin up / spin down)	-5.994 / -7.332	eV
net charge	0

Geometry (Å):
Cr1 -0.03 0.87 0.47
C1 3.26 0.05 1.01
O1 1.95 -0.50 1.04
C2 1.58 -1.13 2.22
C3 2.50 -1.59 3.15
C4 2.05 -2.25 4.29
C5 0.69 -2.46 4.47
C6 -0.23 -1.99 3.54
C7 0.20 -1.30 2.42
N1 -0.64 -0.75 1.44
N2 -1.93 -1.05 1.61
C8 -2.79 -0.70 0.61
C9 -2.42 -0.17 -0.64
O2 -1.18 0.23 -0.91
C10 -3.40 -0.01 -1.66
C11 -4.71 -0.28 -1.42
C12 -5.15 -0.70 -0.13
C13 -6.52 -0.88 0.16
C14 -6.93 -1.24 1.41
C15 -5.98 -1.45 2.43
C16 -4.64 -1.29 2.17
C17 -4.19 -0.92 0.88
H1 3.42 0.69 1.88
H2 3.33 0.64 0.10
H3 4.01 -0.74 0.97
H4 3.55 -1.45 3.00
H5 2.76 -2.59 5.02
H6 0.34 -2.99 5.35
H7 -1.29 -2.14 3.67
H8 -3.06 0.33 -2.62
H9 -5.44 -0.17 -2.21
H10 -7.24 -0.71 -0.63
H11 -7.99 -1.36 1.63
H12 -6.31 -1.73 3.42
H13 -3.91 -1.45 2.95
N3 0.82 2.45 -0.81
C18 -0.27 3.31 -1.19
C19 -0.24 4.15 -2.26
C20 -1.36 4.95 -2.58
C21 -2.48 4.91 -1.80
C22 -2.54 4.04 -0.68
C23 -3.68 3.93 0.17
C24 -3.66 3.05 1.21
C25 -2.51 2.25 1.41
N4 -1.47 2.33 0.63
C26 -1.44 3.23 -0.39
H14 1.35 2.86 -0.04
H15 1.45 2.29 -1.59
H16 0.65 4.20 -2.87
H17 -1.32 5.61 -3.43
H18 -3.34 5.53 -2.03
H19 -4.55 4.54 -0.03
H20 -4.51 2.93 1.87
H21 -2.46 1.53 2.22
C27 -0.28 -4.09 -1.42
Ge1 1.42 -3.22 -1.75
C28 2.56 -3.55 -0.21
C29 2.34 -4.02 -3.28
Ge2 0.95 -0.86 -2.11
C30 2.61 0.03 -2.73
C31 2.59 1.14 -3.59
C32 3.76 1.76 -3.99
C33 4.99 1.30 -3.54
C34 5.04 0.19 -2.70
C35 3.86 -0.43 -2.30
C36 -0.21 -0.66 -3.69
C37 -0.51 -1.75 -4.51
C38 -1.34 -1.60 -5.62
C39 -1.88 -0.37 -5.93
C40 -1.61 0.72 -5.11
C41 -0.79 0.57 -4.00
H22 -0.12 -5.13 -1.15
H23 -0.94 -4.05 -2.29
H24 -0.79 -3.59 -0.59
H25 2.64 -4.64 -0.09
H26 2.12 -3.14 0.70
H27 3.56 -3.15 -0.34
H28 2.53 -5.07 -3.04
H29 3.29 -3.52 -3.45
H30 1.76 -3.97 -4.20
H31 1.64 1.49 -3.98
H32 3.72 2.61 -4.66
H33 5.91 1.78 -3.85
H34 5.99 -0.19 -2.36
H35 3.92 -1.29 -1.64
H36 -0.10 -2.72 -4.29
H37 -1.55 -2.46 -6.25
H38 -2.53 -0.26 -6.79
H39 -2.04 1.69 -5.34
H40 -0.62 1.43 -3.36
O3 -0.44 1.78 3.43
C42 0.69 2.00 3.04
O4 1.11 1.86 1.82
C43 1.74 2.52 4.00
C44 1.46 2.46 5.36
C45 2.41 2.88 6.29
C46 3.61 3.36 5.82
C47 3.91 3.45 4.47
C48 2.96 3.02 3.56
N5 4.64 3.79 6.80
O5 4.35 3.73 7.98
O6 5.68 4.26 6.37
H41 0.50 2.08 5.68
H42 2.23 2.84 7.35
H43 4.87 3.85 4.16
H44 3.16 3.06 2.50

***

Record 2
Here is a molecular structure, C48H44GaN5O3P from the Open Molecules 2025 dataset. Energies are from ωB97M-V/def2-TZVPD.

Calculated values
LUMO	-2.10	eV
E_HOMO	-10.625	eV
net charge	+1

Geometry (Å):
Ga1 0.22 1.11 0.53
N1 0.79 0.72 2.79
C1 2.11 0.91 3.35
C2 2.30 0.79 4.73
C3 3.54 1.03 5.27
C4 4.60 1.41 4.45
C5 4.41 1.52 3.09
C6 3.17 1.24 2.52
P1 2.85 1.29 0.73
C7 3.83 2.72 0.17
C8 3.81 3.90 0.91
C9 4.49 5.01 0.46
C10 5.19 4.96 -0.75
C11 5.18 3.79 -1.50
C12 4.51 2.67 -1.04
C13 3.76 -0.15 0.06
C14 5.08 -0.44 0.43
C15 5.74 -1.50 -0.16
C16 5.10 -2.29 -1.11
C17 3.79 -2.02 -1.46
C18 3.13 -0.95 -0.89
H1 0.17 1.43 3.18
H2 0.40 -0.16 3.10
H3 1.46 0.52 5.36
H4 3.69 0.95 6.34
H5 5.57 1.61 4.89
H6 5.23 1.85 2.46
H7 3.26 3.94 1.85
H8 4.49 5.93 1.04
H9 5.72 5.83 -1.10
H10 5.71 3.76 -2.44
H11 4.50 1.76 -1.63
H12 5.59 0.16 1.17
H13 6.76 -1.72 0.13
H14 5.62 -3.12 -1.56
H15 3.29 -2.64 -2.20
H16 2.11 -0.73 -1.17
C19 -4.84 -0.60 -3.44
O1 -4.11 -1.05 -2.31
C20 -4.20 -2.36 -1.97
C21 -5.04 -3.26 -2.62
C22 -5.12 -4.58 -2.21
C23 -4.35 -5.03 -1.15
C24 -3.52 -4.14 -0.49
C25 -3.43 -2.81 -0.88
N2 -2.64 -1.97 -0.04
C26 -1.61 -1.12 -0.29
N3 -1.27 -0.93 -1.57
C27 -0.39 -0.02 -2.18
C28 0.37 0.90 -1.47
C29 1.16 1.78 -2.21
C30 1.20 1.75 -3.59
C31 0.45 0.81 -4.28
C32 -0.33 -0.09 -3.58
O2 -1.14 -1.03 -4.17
C33 -0.62 -1.74 -5.29
N4 -0.94 -0.59 0.73
C34 -1.26 -1.16 2.01
C35 -2.08 -0.44 2.88
C36 -2.49 -0.95 4.10
C37 -2.09 -2.23 4.46
C38 -1.24 -2.94 3.64
C39 -0.80 -2.42 2.42
O3 0.02 -3.26 1.73
C40 0.97 -2.78 0.78
H17 -4.54 0.43 -3.60
H18 -5.92 -0.64 -3.25
H19 -4.60 -1.19 -4.33
H20 -5.66 -2.92 -3.43
H21 -5.80 -5.25 -2.71
H22 -4.41 -6.06 -0.82
H23 -2.91 -4.47 0.34
H24 -2.75 -2.19 0.94
H25 -1.89 -1.36 -2.25
H26 1.76 2.52 -1.68
H27 1.81 2.46 -4.14
H28 0.47 0.79 -5.36
H29 -1.46 -2.31 -5.69
H30 0.16 -2.43 -4.97
H31 -0.23 -1.08 -6.06
H32 -2.41 0.54 2.56
H33 -3.14 -0.37 4.74
H34 -2.43 -2.67 5.39
H35 -0.89 -3.93 3.90
H36 1.69 -3.58 0.67
H37 1.48 -1.89 1.14
H38 0.52 -2.58 -0.19
C41 -0.74 2.88 0.97
C42 -2.20 2.63 0.72
C43 -3.15 2.70 1.74
C44 -4.47 2.35 1.52
C45 -4.87 1.93 0.26
C46 -3.95 1.91 -0.79
C47 -2.63 2.25 -0.55
C48 -6.20 1.47 0.01
N5 -7.25 1.05 -0.22
H39 -0.58 3.32 1.95
H40 -0.37 3.58 0.22
H41 -2.85 3.04 2.73
H42 -5.19 2.41 2.33
H43 -4.28 1.61 -1.77
H44 -1.92 2.24 -1.37